Here is C30H38Cr2F10Mg2N8O28P2S2 as an isolated structure at a distorted geometry from the Open Molecules 2025 dataset. Energies are from the ωB97M-V functional and the def2-TZVPD basis.

Cartesian coordinates (Å):
Cr (-2.0727, 1.1960, 1.0011)
Cr (-1.2892, -1.9938, -0.4004)
Mg (2.1293, -0.4200, -2.4530)
Mg (-4.8161, -0.9240, -0.0357)
O (-2.4936, 2.3829, 2.4718)
H (-3.1254, 2.9565, 2.9476)
O (-3.9037, 0.8571, 0.1337)
H (-4.5315, 1.5440, -0.1638)
C (1.3064, -4.8049, -2.8647)
F (2.3647, -4.6504, -3.6385)
F (0.1739, -4.5377, -3.4611)
F (1.1510, -5.9864, -2.3386)
S (1.4010, -3.5156, -1.5130)
O (0.0277, -3.5188, -1.0235)
O (2.3857, -3.9292, -0.5425)
O (1.6278, -2.2010, -2.1274)
C (-1.3294, -1.5329, -5.1264)
F (-1.0687, -0.7611, -6.2176)
F (-2.6385, -1.8919, -4.9871)
F (-0.5595, -2.6745, -5.1063)
S (-0.9351, -0.6019, -3.5334)
O (-1.7326, 0.6014, -3.5157)
O (-1.1002, -1.5083, -2.3447)
O (0.5319, -0.2728, -3.6101)
P (0.3231, 0.1098, 0.1125)
O (-1.2098, 0.0052, -0.3638)
O (-0.1304, 1.2568, 0.9902)
O (1.2533, 0.3441, -1.0718)
O (0.1346, -1.3390, 0.5940)
P (-3.1500, -1.8652, 1.5972)
O (-2.4332, -0.5031, 1.8112)
O (-4.7119, -1.7793, 1.5016)
O (-2.1970, -2.9203, 1.0099)
O (-3.0983, -1.5849, 0.0549)
C (0.5426, 2.6151, 4.1045)
C (0.1602, 1.1798, 4.1924)
O (-0.1431, 1.2279, 5.5848)
C (-0.6216, 2.3609, 5.9440)
O (-1.4176, 2.6010, 6.8511)
O (-0.3489, 3.2499, 5.0443)
F (1.2550, 0.4564, 4.0121)
H (0.3637, 2.8855, 3.0638)
H (1.5743, 2.8061, 4.4000)
H (-0.5254, 0.8376, 3.4172)
C (3.7000, 3.6089, 1.8187)
C (3.0584, 2.6783, 0.7716)
O (3.8942, 1.5996, 0.8493)
C (5.1839, 2.0936, 1.0565)
O (6.1762, 1.4951, 0.7397)
O (5.1519, 3.2431, 1.6701)
F (3.2713, 3.1781, -0.4553)
H (3.4569, 3.3035, 2.8364)
H (3.4749, 4.6635, 1.6593)
H (1.9960, 2.4635, 0.8865)
C (-0.0570, -2.7146, 3.8379)
C (0.9905, -3.5195, 3.1656)
O (0.4896, -4.8141, 2.9601)
C (-0.7560, -4.8264, 3.5560)
O (-1.4568, -5.8157, 3.5841)
O (-1.1421, -3.6206, 4.0745)
F (2.0897, -3.6566, 3.9283)
H (-0.3222, -1.8123, 3.2869)
H (0.3112, -2.2721, 4.7635)
H (1.2693, -2.9405, 2.2851)
C (-2.8867, 5.1242, 6.2655)
C (-3.2409, 4.2043, 5.0886)
O (-3.9884, 5.0497, 4.2135)
C (-4.5193, 6.1153, 4.9367)
O (-5.2596, 6.9753, 4.4503)
O (-3.9326, 6.0882, 6.1980)
F (-4.0799, 3.2561, 5.4633)
H (-1.8841, 5.5264, 6.1204)
H (-2.8252, 4.5255, 7.1742)
H (-2.5825, 3.7085, 4.3752)
C (-2.1264, 5.5470, 1.4238)
C (-0.6384, 5.6684, 1.5124)
N (0.5370, 5.8229, 1.5416)
H (-2.3379, 4.9248, 2.2935)
H (-2.2617, 4.8727, 0.5781)
H (-2.6679, 6.4925, 1.3954)
C (0.3596, 3.9471, -2.0772)
C (-0.7372, 3.2089, -1.4012)
N (-1.6026, 2.7448, -0.8143)
H (1.3198, 3.4313, -2.0891)
H (0.6306, 4.6936, -1.3307)
H (0.0036, 4.6201, -2.8573)
C (-1.0054, -6.4262, 0.0595)
C (-1.6794, -7.3332, -0.9692)
N (-2.1059, -8.0833, -1.7377)
H (-0.9870, -5.4566, -0.4381)
H (-0.0078, -6.7782, 0.3222)
H (-1.6034, -6.3450, 0.9671)
C (-4.6210, 0.7905, -4.5053)
C (-4.6019, -0.0870, -3.3277)
N (-4.5680, -0.8279, -2.3456)
H (-5.4387, 0.3932, -5.1068)
H (-3.6766, 0.8107, -5.0491)
H (-4.6841, 1.8570, -4.2894)
C (5.0148, 2.8465, -3.5778)
C (3.7660, 2.0264, -3.5213)
N (2.7247, 1.4956, -3.5604)
H (5.2165, 3.2929, -2.6041)
H (4.9507, 3.6907, -4.2643)
H (5.8334, 2.2785, -4.0198)
C (5.8884, -1.7694, 0.0261)
C (4.9240, -1.0814, -0.9236)
N (4.0790, -0.6614, -1.6009)
H (6.2662, -2.7426, -0.2873)
H (5.3689, -2.1694, 0.8969)
H (6.6794, -1.0748, 0.3091)
C (4.6236, -2.4668, -6.1495)
C (3.8814, -1.8827, -4.9958)
N (3.2912, -1.3557, -4.1336)
H (5.3883, -1.8310, -6.5957)
H (3.9457, -2.9306, -6.8661)
H (5.2335, -3.2686, -5.7333)
C (-2.5046, -5.2634, -3.6726)
C (-2.6512, -4.2768, -2.6007)
N (-2.7282, -3.4343, -1.7868)
H (-1.7933, -6.0532, -3.4312)
H (-2.1443, -4.8480, -4.6138)
H (-3.4565, -5.6738, -4.0097)

Properties
**Spin multiplicity**: 7
**Total charge**: 0
**⟨S²⟩**: 12.052
**Strongest force on any atom**: 11.14 eV/Å
**Frontier orbital gap (alpha / beta)**: 6.9 / 7.0 eV

Atomic partial charges in e from the Mulliken method, atoms 1 to 6: -1.790 -0.787 1.569 0.734 0.091 -0.062